[1]
This record from OMol25 describes a structure of composition C34H42BrCl3MgN5OS at a distorted geometry. The level of theory is the ωB97M-V functional and the def2-TZVPD basis.

Cartesian coordinates (Å):
Mg1 0.410 1.673 -0.877
C1 -3.768 0.342 4.646
C2 -2.278 0.699 4.884
C3 -2.280 1.933 5.841
C4 -1.549 -0.435 5.557
C5 -1.627 1.043 3.557
C6 -1.093 2.289 3.211
C7 -0.577 2.516 1.922
N1 -0.622 1.591 0.969
C8 -1.075 0.395 1.264
C9 -1.631 0.096 2.514
C10 -1.077 -0.614 0.168
C11 -1.691 -1.872 0.321
C12 -1.630 -2.841 -0.667
C13 -0.940 -2.490 -1.826
C14 -0.333 -1.263 -1.921
N2 -0.400 -0.325 -0.962
C15 -2.342 -4.177 -0.489
C16 -2.875 -4.392 0.914
C17 -1.317 -5.285 -0.807
C18 -3.456 -4.269 -1.536
H1 -4.192 0.091 5.626
H2 -3.901 -0.525 3.972
H3 -4.295 1.176 4.208
H4 -2.690 1.586 6.789
H5 -2.864 2.752 5.422
H6 -1.259 2.357 6.046
H7 -1.977 -0.643 6.528
H8 -0.498 -0.123 5.700
H9 -1.454 -1.349 5.008
H10 -1.060 3.116 3.907
H11 -0.105 3.452 1.625
H12 -2.088 -0.876 2.712
H13 -2.205 -2.024 1.271
H14 -0.793 -3.183 -2.625
H15 0.269 -1.083 -2.812
H16 -2.111 -4.289 1.683
H17 -3.322 -5.409 1.027
H18 -3.726 -3.697 1.157
H19 -0.347 -5.194 -0.296
H20 -1.069 -5.330 -1.864
H21 -1.777 -6.254 -0.531
H22 -4.248 -3.540 -1.380
H23 -3.857 -5.265 -1.504
H24 -3.085 -4.116 -2.541
Cl1 4.681 6.063 -4.850
C19 3.669 5.214 -3.673
C20 3.113 3.983 -3.991
C21 2.247 3.421 -3.040
Cl2 1.512 1.807 -3.358
C22 1.993 3.940 -1.778
O1 1.192 3.320 -0.967
C23 2.621 5.154 -1.504
Cl3 2.236 5.859 0.039
C24 3.407 5.831 -2.435
H25 3.272 3.488 -4.909
H26 3.798 6.794 -2.230
C25 4.428 -3.500 0.777
C26 2.979 -3.383 0.223
N3 2.431 -2.022 0.212
C27 2.977 -0.976 -0.487
S1 2.775 0.631 0.030
N4 3.731 -1.304 -1.531
C28 4.433 -0.309 -2.355
C29 5.805 0.049 -1.804
H27 4.651 -4.557 1.023
H28 4.505 -2.947 1.710
H29 5.194 -3.172 0.092
H30 2.299 -3.973 0.913
H31 2.893 -3.810 -0.783
H32 2.014 -1.676 1.058
H33 3.945 -2.279 -1.725
H34 3.786 0.541 -2.447
H35 4.501 -0.767 -3.343
H36 5.739 0.493 -0.805
H37 6.313 0.772 -2.450
H38 6.442 -0.832 -1.765
Br1 -4.580 0.776 -4.033
C30 -3.454 2.047 -3.170
C31 -3.715 3.409 -3.244
C32 -2.784 4.236 -2.638
C33 -1.664 3.673 -1.980
N5 -1.487 2.350 -1.841
C34 -2.392 1.542 -2.413
H39 -4.520 3.767 -3.873
H40 -2.913 5.312 -2.646
H41 -0.981 4.352 -1.506
H42 -2.289 0.443 -2.315

As for the frontier orbital gap: 6.962 eV. As for the total charge: +1. The value obtained for the HOMO energy is -0.3649 Eh.

Löwdin atomic charge list, values in e, 6 entries: Mg 0.359; C -0.031; C -0.557; C -0.052; C -0.046; C -0.130

=====

[2]
This record from OMol25 describes a structure of composition C34H42MnN6O2P2S2. The level of theory is the ωB97M-V functional and the def2-TZVPD basis.

Cartesian coordinates (Å):
Mn1 -0.364 2.274 -0.422
C1 2.222 1.843 1.643
O1 1.037 2.549 1.273
C2 0.986 3.871 1.806
C3 -0.472 4.244 1.849
O2 -1.031 4.079 0.542
C4 -1.184 5.302 -0.184
H1 2.206 1.639 2.715
H2 3.108 2.421 1.377
H3 2.229 0.908 1.091
H4 1.566 4.539 1.159
H5 1.419 3.893 2.810
H6 -0.636 5.258 2.217
H7 -0.994 3.544 2.496
H8 -1.937 5.923 0.305
H9 -1.516 5.048 -1.186
H10 -0.237 5.845 -0.237
C5 1.479 -5.226 -1.929
S1 2.692 -4.393 -0.883
C6 1.843 -4.441 0.727
C7 1.401 -3.068 1.227
C8 0.315 -2.500 0.313
N1 -0.024 -1.068 0.499
P1 -0.175 -0.596 2.175
C9 -1.298 -1.916 2.781
C10 -0.991 -2.541 3.984
C11 -1.839 -3.507 4.511
C12 -2.992 -3.859 3.827
C13 -3.304 -3.241 2.621
C14 -2.465 -2.268 2.105
C15 -1.469 0.707 2.286
C16 -2.266 1.268 1.296
C17 -3.260 2.195 1.613
C18 -3.479 2.561 2.926
C19 -2.692 2.002 3.932
C20 -1.694 1.102 3.614
P2 -0.094 -0.094 -0.894
C21 -1.132 -1.134 -1.977
C22 -2.515 -1.110 -1.801
C23 -3.332 -1.974 -2.512
C24 -2.778 -2.873 -3.411
C25 -1.405 -2.899 -3.601
C26 -0.585 -2.032 -2.892
C27 1.528 -0.174 -1.734
C28 1.569 0.319 -3.043
C29 2.759 0.364 -3.747
C30 3.935 -0.082 -3.148
C31 3.905 -0.568 -1.851
C32 2.704 -0.616 -1.150
H11 1.868 -5.204 -2.946
H12 0.518 -4.710 -1.911
H13 1.349 -6.264 -1.628
H14 2.510 -4.910 1.448
H15 0.974 -5.095 0.625
H16 2.255 -2.393 1.301
H17 1.020 -3.194 2.242
H18 -0.588 -3.106 0.441
H19 0.641 -2.635 -0.718
H20 -0.081 -2.271 4.511
H21 -1.596 -3.986 5.450
H22 -3.651 -4.616 4.233
H23 -4.207 -3.515 2.090
H24 -2.713 -1.777 1.169
H25 -2.155 0.976 0.260
H26 -3.864 2.615 0.819
H27 -4.258 3.270 3.174
H28 -2.859 2.276 4.966
H29 -1.094 0.667 4.407
H30 -2.971 -0.416 -1.105
H31 -4.404 -1.939 -2.368
H32 -3.417 -3.549 -3.965
H33 -0.965 -3.596 -4.303
H34 0.485 -2.068 -3.053
H35 0.653 0.659 -3.517
H36 2.771 0.737 -4.763
H37 4.864 -0.074 -3.706
H38 4.808 -0.944 -1.388
H39 2.696 -1.012 -0.145
S2 -2.582 2.621 -2.839
C33 -1.509 2.428 -1.712
N2 4.505 3.346 -2.281
N3 3.125 3.293 -2.282
N4 2.390 3.721 -3.282
C34 1.170 3.511 -2.817
N5 1.200 2.973 -1.589
N6 2.469 2.862 -1.253
H40 4.783 3.665 -3.203
H41 4.849 2.404 -2.122
H42 0.269 3.732 -3.363

As for the frontier orbital gap (spin up / spin down): 8.654 / 8.613 eV. As for the total charge: +1. The value obtained for the HOMO energy (spin up / spin down) is -0.3857 / -0.3852 Eh.

Löwdin atomic charge list, values in e, 6 entries: Mn 0.261; C -0.087; O -0.299; C -0.155; C -0.140; O -0.279

=====

[3]
This record from OMol25 describes a cluster of 2 separate species, C34H42N2O5 in total at a distorted geometry. The level of theory is the ωB97M-V functional and the def2-TZVPD basis.

Cartesian coordinates (Å):
C1 4.168 -1.074 2.249
C2 2.816 -1.496 2.774
O1 2.000 -0.308 3.047
C3 0.889 -0.600 3.743
C4 0.030 0.572 4.136
C5 0.804 1.872 4.151
C6 0.516 2.927 3.118
O2 1.698 2.031 4.981
C7 -1.223 0.503 3.331
O3 -1.958 1.463 3.051
O4 -1.571 -0.760 2.996
C8 -2.974 -0.887 2.636
C9 -3.229 -2.347 2.379
O5 0.669 -1.789 3.996
H1 4.783 -1.978 2.185
H2 4.112 -0.641 1.245
H3 4.667 -0.384 2.937
H4 2.290 -2.140 2.049
H5 2.932 -2.051 3.716
H6 -0.539 3.000 2.854
H7 0.854 3.900 3.485
H8 1.089 2.685 2.211
H9 -3.596 -0.524 3.473
H10 -3.188 -0.283 1.742
H11 -4.302 -2.499 2.238
H12 -2.725 -2.692 1.467
H13 -2.912 -2.965 3.227
C10 0.115 -5.018 6.758
C11 -0.480 -5.194 8.145
N1 -0.517 -3.947 8.883
C12 -0.629 -4.126 10.314
C13 -0.285 -2.852 11.063
C14 -1.061 -1.661 10.506
C15 -0.998 -1.571 9.013
C16 -0.759 -2.759 8.268
C17 -0.765 -2.668 6.851
C18 -0.851 -1.426 6.241
C19 -0.886 -0.196 6.932
C20 -0.943 1.046 6.193
C21 -0.934 2.325 6.887
C22 -1.598 3.403 6.254
C23 -1.916 4.591 6.898
C24 -1.536 4.777 8.257
N2 -1.814 5.948 8.903
C25 -2.212 7.133 8.173
C26 -3.183 6.788 7.055
C27 -2.643 5.673 6.163
C28 -1.286 6.240 10.218
C29 -1.279 4.993 11.080
C30 -0.557 3.844 10.386
C31 -0.860 3.717 8.925
C32 -0.498 2.576 8.213
C33 -1.104 -0.358 8.339
C34 -0.592 -3.889 6.010
H14 1.186 -4.786 6.839
H15 0.015 -5.953 6.199
H16 -1.498 -5.618 8.059
H17 0.117 -5.911 8.727
H18 -1.649 -4.458 10.582
H19 0.052 -4.940 10.602
H20 -0.503 -3.001 12.123
H21 0.791 -2.662 10.978
H22 -2.106 -1.750 10.836
H23 -0.676 -0.739 10.949
H24 -0.854 -1.407 5.160
H25 -1.734 1.077 5.388
H26 -1.968 3.253 5.235
H27 -2.685 7.821 8.888
H28 -1.332 7.657 7.751
H29 -4.143 6.483 7.490
H30 -3.371 7.684 6.460
H31 -1.954 6.115 5.425
H32 -3.471 5.236 5.591
H33 -0.265 6.658 10.150
H34 -1.921 7.018 10.662
H35 -0.799 5.226 12.032
H36 -2.310 4.707 11.306
H37 0.527 3.984 10.503
H38 -0.802 2.908 10.902
H39 0.079 1.814 8.738
H40 -1.451 0.499 8.912
H41 -0.019 -3.611 5.118
H42 -1.576 -4.242 5.662

As for the frontier orbital gap: 6.266 eV. The value obtained for the HOMO energy is -0.2545 Eh.

Löwdin atomic charge list, values in e, 6 entries: C -0.076; C -0.206; O 0.014; C -0.403; C -0.033; C -0.419

=====

[4]
This record from OMol25 describes a structure of composition C34H42N4O3P2SZn at a distorted geometry. The level of theory is the ωB97M-V functional and the def2-TZVPD basis.

Cartesian coordinates (Å):
Zn1 -0.440 -1.771 -4.653
C1 -0.053 3.161 -0.551
C2 -1.108 2.804 -1.284
C3 -1.178 2.837 -2.788
C4 0.001 2.102 -3.477
C5 1.080 2.969 -4.056
C6 1.479 4.147 -3.562
C7 0.976 4.774 -2.293
C8 1.168 3.878 -1.036
C9 0.324 -2.789 -3.173
H1 -0.023 2.916 0.521
H2 -2.007 2.398 -0.799
H3 -1.266 3.857 -3.187
H4 -2.110 2.319 -3.074
H5 0.389 1.342 -2.778
H6 -0.418 1.513 -4.313
H7 1.572 2.537 -4.933
H8 2.262 4.713 -4.083
H9 -0.072 5.076 -2.364
H10 1.548 5.696 -2.128
H11 2.013 3.186 -1.208
H12 1.524 4.544 -0.224
H13 -0.370 -3.560 -2.811
H14 0.675 -2.169 -2.329
H15 1.187 -3.230 -3.694
P1 1.401 -1.581 -6.159
P2 -2.163 -1.197 -6.132
N1 2.692 -0.386 -6.415
N2 2.175 -2.802 -7.277
N3 -2.189 0.498 -6.627
N4 -3.779 -1.516 -7.033
C10 0.308 -0.950 -7.462
C11 -1.006 -1.755 -7.477
C12 3.827 -0.310 -5.602
C13 4.706 0.621 -6.150
C14 4.111 1.120 -7.350
C15 2.885 0.480 -7.498
C16 2.494 -4.109 -6.926
C17 2.952 -4.784 -8.058
C18 2.918 -3.859 -9.148
C19 2.466 -2.650 -8.639
C20 -2.375 1.615 -5.811
C21 -2.091 2.764 -6.545
C22 -1.753 2.349 -7.871
C23 -1.859 0.970 -7.906
C24 -4.328 -0.878 -8.153
C25 -5.435 -1.597 -8.603
C26 -5.572 -2.731 -7.741
C27 -4.549 -2.663 -6.803
H16 0.767 -1.007 -8.459
H17 0.178 0.113 -7.227
H18 -1.496 -1.687 -8.455
H19 -0.811 -2.821 -7.264
H20 3.866 -0.923 -4.715
H21 5.661 0.899 -5.738
H22 4.518 1.843 -8.039
H23 2.139 0.588 -8.268
H24 2.385 -4.410 -5.893
H25 3.293 -5.810 -8.096
H26 3.205 -4.033 -10.178
H27 2.342 -1.703 -9.147
H28 -2.760 1.476 -4.806
H29 -2.139 3.780 -6.183
H30 -1.494 2.973 -8.713
H31 -1.704 0.290 -8.733
H32 -3.916 0.043 -8.535
H33 -6.049 -1.328 -9.452
H34 -6.330 -3.501 -7.816
H35 -4.298 -3.314 -5.974
C28 -0.143 -0.031 6.264
C29 -0.293 -0.409 4.815
C30 -0.404 -1.751 4.431
C31 -0.560 -2.100 3.088
C32 -0.627 -1.099 2.109
C33 -0.486 0.247 2.480
C34 -0.319 0.576 3.821
S1 -0.972 -1.511 0.373
O1 -0.731 -2.947 0.364
O2 -2.357 -1.084 0.238
O3 -0.006 -0.712 -0.396
H36 -1.006 -0.358 6.862
H37 0.752 -0.484 6.715
H38 -0.055 1.055 6.354
H39 -0.358 -2.535 5.188
H40 -0.631 -3.139 2.785
H41 -0.504 1.020 1.716
H42 -0.199 1.620 4.123

As for the frontier orbital gap: 4.254 eV. The value obtained for the HOMO energy is -0.2688 Eh.

Löwdin atomic charge list, values in e, 6 entries: Zn 0.563; C -0.110; C -0.098; C -0.191; C -0.190; C -0.113

=====

[5]
This record from OMol25 describes a structure of composition C34H42N4P2Pd at a distorted geometry. The level of theory is the ωB97M-V functional and the def2-TZVPD basis.

Cartesian coordinates (Å):
Pd1 0.449 -0.081 -2.458
C1 2.823 -0.520 -5.579
C2 3.639 0.252 -4.879
C3 4.221 1.581 -5.331
C4 3.265 2.473 -6.127
C5 1.840 2.491 -5.588
C6 0.900 1.552 -5.693
C7 0.865 0.429 -6.671
C8 2.265 -0.171 -6.921
C9 -1.126 0.337 -1.027
H1 2.568 -1.520 -5.205
H2 4.138 -0.234 -4.026
H3 5.110 1.378 -5.955
H4 4.589 2.134 -4.451
H5 3.661 3.501 -6.048
H6 3.315 2.235 -7.204
H7 1.562 3.462 -5.128
H8 -0.042 1.698 -5.166
H9 0.429 0.746 -7.639
H10 0.199 -0.352 -6.261
H11 2.186 -1.066 -7.559
H12 2.899 0.557 -7.445
H13 -1.638 -0.627 -0.915
H14 -1.842 1.079 -1.398
H15 -0.758 0.626 -0.035
P1 0.678 2.197 -2.011
P2 2.646 -0.693 -1.764
N1 -0.619 2.913 -3.085
N2 0.578 3.264 -0.606
N3 2.833 -2.247 -2.708
N4 3.699 -1.326 -0.389
C10 2.451 2.203 -2.493
C11 3.379 1.022 -1.974
C12 -1.628 2.091 -3.633
C13 -2.280 2.766 -4.661
C14 -1.697 4.076 -4.733
C15 -0.728 4.154 -3.724
C16 -0.599 3.564 0.104
C17 -0.410 4.715 0.850
C18 0.934 5.152 0.629
C19 1.513 4.251 -0.248
C20 1.640 -2.778 -3.236
C21 1.947 -3.648 -4.271
C22 3.361 -3.825 -4.259
C23 3.883 -2.965 -3.293
C24 4.961 -1.946 -0.339
C25 5.330 -2.115 0.997
C26 4.268 -1.580 1.800
C27 3.305 -1.071 0.929
H16 2.893 3.145 -2.143
H17 2.454 2.211 -3.599
H18 4.217 0.934 -2.673
H19 3.821 1.271 -0.992
H20 -1.770 1.077 -3.295
H21 -3.084 2.349 -5.254
H22 -1.945 4.829 -5.466
H23 -0.148 4.996 -3.394
H24 -1.437 2.882 0.074
H25 -1.153 5.204 1.478
H26 1.413 6.032 1.059
H27 2.531 4.182 -0.606
H28 0.680 -2.470 -2.823
H29 1.228 -4.088 -4.956
H30 3.908 -4.521 -4.897
H31 4.909 -2.837 -2.963
H32 5.494 -2.221 -1.229
H33 6.241 -2.545 1.360
H34 4.205 -1.561 2.866
H35 2.372 -0.581 1.120
C28 0.179 -2.137 -0.044
C29 -0.613 -1.888 1.094
C30 -0.245 -0.939 2.103
C31 -0.945 -0.911 3.301
C32 -2.063 -1.734 3.489
C33 -2.520 -2.555 2.450
C34 -1.837 -2.607 1.248
H36 -0.244 -2.687 -0.878
H37 1.247 -1.980 0.004
H38 0.567 -0.238 1.902
H39 -0.618 -0.238 4.090
H40 -2.590 -1.731 4.441
H41 -3.416 -3.157 2.565
H42 -2.180 -3.200 0.399

As for the frontier orbital gap (spin up / spin down): 5.762 / 6.669 eV. The spin multiplicity is 3. The value obtained for the HOMO energy (spin up / spin down) is -0.2164 / -0.2654 Eh.

Löwdin atomic charge list, values in e, 6 entries: Pd 0.307; C -0.101; C -0.148; C -0.180; C -0.193; C -0.128